Entry 1:
136
Properties=species:S:1:pos:R:3:forces:R:3 method="wB97M-V/def2-TZVPD" multiplicity=1 molar_mass_da=803.2 charge=+2 e_tot_ev=-98651.2624
C -16.544649 -8.369253 7.500938 0.331 1.192 1.235
C -16.089788 -9.236467 8.758143 -0.309 0.447 -3.245
C -16.754995 -8.801824 10.013217 -1.522 1.270 -0.048
C -16.443729 -7.333489 10.439664 0.541 0.782 -0.630
P -16.697162 -6.878838 12.201432 -0.360 0.108 -0.070
C -15.083197 -6.353589 12.884346 0.971 0.403 0.901
C -14.231873 -5.412866 11.937203 -2.209 1.233 1.460
C -12.999731 -4.694471 12.521306 -0.178 -1.868 1.225
C -12.025030 -5.703151 13.320947 0.230 0.991 -0.466
C -17.495683 -8.285424 13.125221 0.841 -0.021 -0.368
C -18.112508 -7.937851 14.499041 0.924 -1.426 0.414
C -18.884084 -9.158647 15.051290 1.208 1.176 1.297
C -19.695073 -8.737254 16.261082 -1.901 0.782 -0.825
C -17.772402 -5.426552 12.146958 0.342 0.502 -0.939
C -17.887212 -4.499726 13.364604 0.832 0.251 -0.555
C -19.153059 -3.599449 13.250947 1.788 -1.481 -0.123
C -19.388865 -2.779009 12.014475 0.901 0.656 0.297
H -16.634549 -7.305284 7.896507 -0.146 -1.142 -0.929
H -17.512694 -8.686066 7.066312 0.439 0.212 0.422
H -15.798670 -8.329761 6.690804 -0.248 -0.259 0.402
H -14.996477 -9.209200 8.790074 -0.150 -0.149 0.297
H -16.428191 -10.239846 8.466365 0.459 -0.152 0.582
H -16.449653 -9.505984 10.757191 -0.089 -0.317 0.934
H -17.873505 -8.860780 9.842724 1.170 0.005 0.582
H -16.968788 -6.532448 9.827311 0.074 -1.271 0.775
H -15.384730 -7.052118 10.233963 -0.458 -0.612 0.189
H -14.522681 -7.258312 13.189183 -0.180 0.286 -0.355
H -15.207592 -5.791587 13.834714 -0.445 -0.403 -0.392
H -14.970338 -4.632487 11.580082 0.881 -0.663 0.062
H -13.961279 -6.001156 11.136505 0.785 -1.091 -2.007
H -13.380401 -3.886230 13.178413 0.596 -0.341 -0.317
H -12.444689 -4.302306 11.664952 -0.084 0.280 0.335
H -12.524825 -6.443153 14.009410 0.334 1.019 -0.660
H -11.340178 -5.026662 13.916534 -0.612 -1.112 -0.530
H -11.395719 -6.295608 12.589818 -0.709 0.689 0.811
H -16.702201 -9.060614 13.193613 -0.360 0.343 0.154
H -18.263359 -8.738512 12.449768 0.456 0.556 0.384
H -18.846211 -7.179276 14.329657 -0.268 0.891 0.244
H -17.364917 -7.702780 15.303632 -0.499 0.464 -1.067
H -18.177364 -9.917837 15.413498 -0.164 -0.118 -0.645
H -19.487433 -9.469395 14.252041 -1.014 -1.099 -0.927
H -19.096420 -8.321594 17.037693 0.621 -0.159 0.816
H -20.389709 -9.501449 16.611448 0.505 -0.275 0.280
H -20.400765 -7.906254 16.029671 0.460 -0.305 -0.271
H -18.732044 -5.744280 11.713623 0.020 -0.101 0.379
H -17.335982 -4.834558 11.300257 -0.242 -0.380 0.555
H -16.903648 -3.948978 13.455518 -1.115 -0.218 -0.069
H -17.996530 -5.057847 14.293646 0.040 -0.117 0.023
H -19.060798 -3.031894 14.150529 -0.796 0.718 0.567
H -19.938607 -4.345331 13.285587 -0.586 0.136 0.466
H -18.731846 -1.907297 11.874671 -0.229 -0.153 0.396
H -20.405084 -2.484206 12.112062 -0.887 0.758 -0.302
H -19.309414 -3.332233 11.108481 -0.010 -0.783 -0.729
C -26.449854 -7.775518 9.412662 -0.128 0.842 0.160
C -25.786987 -6.645126 8.628897 -1.625 -0.407 -1.001
C -26.009457 -5.314366 9.242038 -0.242 1.142 1.407
C -25.012658 -4.277466 8.744126 1.063 0.051 0.169
P -25.191265 -2.613854 9.365681 0.758 -0.366 0.617
C -26.316448 -1.726783 8.334573 -0.469 -0.088 -0.098
C -25.789942 -1.202191 7.009560 -0.062 0.458 0.051
C -26.838356 -0.643541 6.019396 -0.033 0.647 0.968
C -27.813929 0.325738 6.750615 -0.232 -0.717 -0.603
C -25.986956 -2.607821 11.010889 -0.224 1.111 0.211
C -27.528234 -2.982172 11.078303 2.124 0.649 0.021
C -27.957919 -2.757307 12.518065 -0.111 0.444 0.534
C -27.282231 -3.660692 13.552220 0.453 0.317 0.157
C -23.522012 -1.845990 9.403623 -1.224 0.097 0.530
C -22.507964 -2.027572 8.271443 0.078 1.009 0.906
C -21.556314 -0.808208 8.238949 0.562 -1.505 -0.733
C -22.155875 0.482262 7.679864 1.026 0.270 -1.181
H -27.549294 -7.578525 9.530030 1.058 -0.386 0.068
H -25.924929 -7.846711 10.360916 -0.418 0.133 0.524
H -26.264856 -8.728832 8.963265 -0.271 -0.574 -0.596
H -26.189269 -6.622037 7.599305 0.375 -0.105 0.233
H -24.737633 -6.718000 8.590228 1.410 -0.833 -0.290
H -25.946669 -5.421569 10.353946 0.193 0.230 -0.690
H -27.005321 -4.910548 9.072237 -0.285 -0.254 -0.220
H -25.022344 -4.124164 7.684159 -0.617 -0.129 -1.058
H -23.946013 -4.537935 8.837313 -0.289 -0.280 0.673
H -26.612461 -0.914605 8.986765 -0.396 0.464 -0.024
H -27.181727 -2.395124 8.259857 -0.075 0.121 -0.257
H -25.148699 -1.895025 6.513219 0.227 -1.048 -0.467
H -25.062090 -0.420422 7.265957 -0.376 0.281 -0.103
H -27.442891 -1.382695 5.461902 0.598 0.011 0.403
H -26.204486 -0.097776 5.314401 -0.502 0.053 -0.269
H -27.275311 1.083060 7.308392 0.142 0.125 0.191
H -28.491082 -0.231006 7.448041 0.494 0.509 -0.614
H -28.419120 0.848820 5.995879 0.002 -0.195 0.385
H -25.928859 -1.533176 11.376785 0.169 -1.098 -0.388
H -25.404561 -3.213593 11.724420 -0.131 0.134 -0.409
H -27.642852 -3.994713 10.714799 -0.306 -0.257 0.405
H -28.080314 -2.342661 10.399236 -0.158 0.220 -0.015
H -29.014128 -2.916457 12.506348 -0.874 -0.194 0.358
H -27.824681 -1.707230 12.838600 -0.017 -0.265 -0.478
H -27.134995 -4.602904 13.057403 -0.308 -1.012 0.204
H -27.845192 -3.756999 14.521615 0.630 0.071 -1.111
H -26.233386 -3.350108 13.741580 -0.684 0.188 0.282
H -23.124971 -2.228574 10.328548 0.425 -0.333 0.473
H -23.727238 -0.795383 9.639259 0.065 0.107 -0.304
H -22.964048 -2.127097 7.305825 -0.315 -0.115 -0.553
H -21.884025 -2.886219 8.461122 -0.117 -0.549 0.054
H -20.769211 -1.222107 7.563318 -0.204 0.917 0.285
H -21.026664 -0.701970 9.217428 -0.710 0.185 -0.550
H -22.243923 0.499907 6.537010 0.239 -0.313 1.554
H -21.414577 1.256590 7.950413 -0.775 0.113 -0.248
H -23.150921 0.734793 8.044352 0.119 0.058 0.370
C -19.352745 -10.959192 8.965367 0.931 -1.557 0.714
N -20.781396 -11.451613 9.156727 0.825 -0.781 -0.096
C -21.618403 -10.706992 8.211634 0.143 -0.492 -1.242
C -20.818790 -12.908357 8.727401 -0.646 -1.576 1.439
C -21.261321 -11.386142 10.547338 -1.415 -0.086 0.723
C -21.522959 -10.021248 11.141420 0.317 0.288 1.845
O -20.288402 -9.346802 11.278346 0.658 -0.586 0.038
H -18.632890 -11.335068 9.766626 -1.349 0.378 -0.862
H -19.233802 -9.893745 8.861266 -0.641 0.281 0.079
H -19.111001 -11.459573 8.038138 0.635 0.281 -0.268
H -21.102185 -10.778275 7.247736 -0.166 0.355 0.130
H -21.707289 -9.694946 8.518788 -0.110 0.884 0.145
H -22.566467 -11.202708 8.072604 -0.401 -0.016 0.332
H -20.306452 -13.569476 9.494450 0.218 1.132 -1.107
H -20.405580 -12.974059 7.712709 -0.213 -0.235 0.480
H -21.856059 -13.374316 8.822012 0.992 1.308 -0.608
H -20.546939 -11.954826 11.168775 -0.338 0.377 -0.223
H -22.251005 -11.893785 10.567342 0.683 0.023 -0.059
H -22.018798 -10.253586 12.135459 0.726 0.190 -0.710
H -22.215429 -9.324690 10.695006 -0.508 -0.337 -0.946
H -20.411540 -8.442426 11.590450 -0.496 0.205 -0.057
N -21.849605 -6.858395 9.415263 -1.977 -0.585 0.185
S -22.172981 -6.179797 10.805810 0.006 1.589 -0.729
O -22.231102 -4.742813 10.841911 0.038 -0.876 -0.259
O -21.382899 -6.817758 11.807637 -0.653 -0.417 0.955
F -23.730161 -6.568856 10.914733 1.516 -0.437 0.220
S -20.555754 -6.601794 8.652269 2.075 1.788 -2.529
O -20.297479 -7.532172 7.555264 -0.807 1.159 2.146
O -19.464075 -6.191397 9.508336 -0.402 -0.532 -0.531
F -20.915708 -5.162173 7.857163 0.346 -1.795 0.851

---

Entry 2:
90
Properties=species:S:1:pos:R:3:forces:R:3 method="wB97M-V/def2-TZVPD" multiplicity=1 molar_mass_da=727.6 charge=+1 e_tot_ev=-137804.1861
C 1.495675 -3.645874 0.794741 0.253 -0.076 0.441
C 0.281693 -2.790635 1.110833 -0.419 -0.269 0.116
C -0.860435 -2.706549 0.061931 0.577 0.562 0.252
Br -0.139583 -2.993995 -1.733308 -0.317 -0.036 0.147
C -1.577054 -1.288482 0.169992 0.274 -0.970 -0.001
O -0.839184 -0.425368 -0.573841 -0.124 0.133 0.108
C -0.758670 0.970925 -0.270249 0.235 0.739 0.040
C 0.693511 1.385377 0.050924 0.285 -0.219 -0.899
C 1.446760 1.684960 -1.257596 -0.250 -0.172 0.114
O 1.411086 0.365457 0.730450 -0.194 0.197 0.314
O -1.605167 -0.881055 1.524193 -0.249 0.254 -0.181
C -2.371776 -1.671013 2.404740 -0.108 -0.169 0.402
C -3.826249 -1.819158 2.003993 0.070 -0.381 0.341
N -3.904519 -2.218097 0.554482 -0.181 0.046 0.360
C -3.089927 -1.295831 -0.311415 -0.263 0.319 -0.244
P -3.897534 0.422016 -0.162163 0.264 0.366 0.026
O -3.620050 1.308798 -1.293980 -0.043 -0.001 -0.192
C -3.380726 -1.761951 -1.755427 -0.367 0.143 0.073
F -3.293113 -3.100567 -1.845812 0.147 -0.126 -0.006
F -4.690148 -1.479222 -2.017770 0.126 -0.060 0.064
F -2.646951 -1.189698 -2.667283 0.109 0.000 -0.022
H 1.265373 -4.618807 0.364154 -0.081 0.111 -0.201
H 1.980717 -3.858921 1.748288 0.063 0.029 -0.045
H 2.229859 -3.111257 0.197083 -0.117 -0.077 -0.267
H -0.178522 -3.239701 1.996968 0.058 0.119 0.043
H 0.596636 -1.793284 1.393850 0.118 0.068 -0.137
H -1.544192 -3.531652 0.268345 -0.114 -0.019 -0.342
H -1.069081 1.503583 -1.168428 -0.087 -0.032 0.012
H -1.428033 1.294689 0.527703 0.064 -0.385 0.148
H 0.647269 2.311122 0.620181 -0.026 -0.135 0.231
H 2.509906 1.484217 -1.138893 0.021 0.130 0.089
H 1.303091 2.728889 -1.539173 0.031 -0.030 -0.064
H 1.078634 1.059278 -2.073055 0.058 -0.041 0.004
H 1.343707 0.500479 1.683402 0.046 -0.117 -0.044
H -1.935199 -2.663088 2.554135 0.092 0.055 -0.165
H -2.350410 -1.179990 3.377635 0.045 0.066 -0.058
H -4.438891 -0.939153 2.198603 0.104 0.056 -0.249
H -4.252488 -2.635403 2.588915 -0.120 0.051 -0.064
H -4.884774 -2.189718 0.256399 0.037 -0.051 -0.089
H -3.599679 -3.189836 0.449115 0.138 0.059 -0.143
H -5.254204 0.084436 0.041730 0.085 -0.177 0.114
H -3.466819 0.871620 1.096579 -0.137 -0.162 0.008
C -1.869837 -3.709048 -5.094075 0.041 0.072 0.272
C -2.009377 -4.029809 -6.506521 -0.003 -0.009 -0.045
N -2.119354 -4.282585 -7.619693 -0.004 0.001 0.007
H -2.765562 -3.995509 -4.544751 -0.030 -0.030 -0.073
H -1.022906 -4.237621 -4.659209 0.011 -0.041 -0.080
H -1.709671 -2.640771 -4.954669 -0.003 0.007 -0.082
C -6.358672 2.883586 3.023441 -0.090 0.294 0.020
C -5.800604 1.563234 3.261450 -0.050 -0.050 0.044
N -5.373334 0.513464 3.450594 0.061 0.095 -0.193
H -7.314651 2.986306 3.534396 0.007 -0.082 0.031
H -5.689841 3.656394 3.402843 0.033 -0.063 0.070
H -6.519261 3.047812 1.958536 0.025 -0.087 -0.012
C 4.836620 -0.811152 0.874043 0.134 0.071 -0.159
C 3.883862 -1.173621 1.910725 -0.009 -0.021 -0.083
N 3.113634 -1.462266 2.710282 -0.126 0.058 0.115
H 4.307293 -0.477926 -0.017926 -0.086 -0.012 0.053
H 5.487215 -0.006418 1.207040 -0.002 -0.001 0.069
H 5.469814 -1.652916 0.602403 -0.028 -0.051 0.078
C 6.596109 1.750645 -2.585095 -0.110 0.146 -0.249
C 7.032476 0.781699 -1.592616 0.046 0.017 0.085
N 7.372032 0.038013 -0.787251 -0.040 -0.008 -0.054
H 6.079817 1.257926 -3.408079 0.036 -0.090 0.041
H 5.914409 2.474913 -2.143601 0.004 -0.036 0.097
H 7.449166 2.291079 -2.993346 0.068 -0.069 0.060
C 6.507306 5.647771 -3.957013 0.143 0.090 -0.171
C 5.599758 5.154560 -2.931866 -0.060 0.070 0.033
N 4.881758 4.772366 -2.122113 0.012 -0.028 0.021
H 5.947566 6.028149 -4.809652 -0.060 -0.019 0.036
H 7.124624 6.453195 -3.563047 -0.034 -0.011 0.064
H 7.163319 4.851382 -4.305090 -0.034 -0.038 0.044
C 2.959631 4.974806 1.593386 0.251 0.084 -0.012
C 1.538948 4.664994 1.588072 -0.060 0.017 0.030
N 0.419684 4.408724 1.584260 0.014 0.054 0.036
H 3.246575 5.426951 2.541220 -0.076 -0.013 0.027
H 3.545950 4.068060 1.450898 -0.063 -0.022 -0.026
H 3.200485 5.669425 0.790388 -0.053 -0.033 -0.042
C -0.020330 -7.833922 0.352250 -0.159 -0.091 -0.144
C 1.000935 -7.335667 1.262364 0.058 -0.057 0.012
N 1.815057 -6.951552 1.973495 -0.056 0.051 0.013
H 0.439021 -8.322977 -0.505076 0.062 0.013 0.030
H -0.661412 -8.556285 0.854889 0.039 0.011 0.051
H -0.639618 -7.016127 -0.014916 0.044 0.034 0.027
C -2.555645 5.516645 2.815732 0.196 0.010 -0.218
C -3.554139 5.404835 3.867373 -0.038 0.070 0.023
N -4.357030 5.318573 4.683702 -0.013 -0.108 -0.069
H -2.983185 5.989051 1.932460 -0.065 0.014 0.044
H -1.707200 6.114822 3.141824 -0.037 -0.006 0.089
H -2.176462 4.537111 2.530210 0.002 -0.002 0.058